92
Properties=species:S:1:pos:R:3 method="wB97M-V/def2-TZVPD" homo_lumo_gap_ev="6.540 / 1.700" spin_multiplicity=2 total_charge=+1 homo_ha="-0.374 / -0.374" s_squared=0.7573
C -6.285 -2.851 1.754
H -4.815 6.134 -1.539
C -0.215 -0.022 -0.387
F 0.136 -1.147 -9.744
H 6.760 -1.363 6.292
S -2.312 -1.689 6.055
S -6.673 -1.136 2.249
H -6.140 3.606 -2.350
S -4.574 3.863 -0.739
O 5.567 -3.107 4.008
C -5.072 3.439 -2.490
C 2.227 -1.586 3.981
H 4.368 2.979 -0.618
H 5.146 -0.997 6.951
F -0.937 0.717 -4.197
H 1.338 -2.340 -9.061
H -2.678 -2.368 -0.218
H 5.906 2.801 -3.143
O 4.026 5.950 -2.847
C -2.868 -0.392 -1.079
H -1.296 -2.945 7.864
H -5.062 -0.493 0.540
H 5.021 -4.056 7.482
H -3.556 -1.813 3.954
C 2.660 -0.005 2.198
C -0.915 0.982 -1.117
C 1.403 -1.380 -9.573
H -6.169 -2.646 0.690
F 3.314 -1.279 -8.294
F 2.866 0.533 -9.221
C -2.138 -1.439 -0.333
H 6.337 4.449 -3.839
H 6.374 4.086 -2.145
C 5.560 -4.045 6.535
C -2.263 0.812 -1.375
H -6.227 5.449 -0.890
H -2.956 -3.452 7.738
H 3.161 0.927 1.983
H 5.643 -0.464 5.319
C 1.114 1.205 -5.418
H -4.350 -0.427 2.212
H 3.885 4.639 -0.400
C 1.245 -2.154 3.140
H -4.817 2.405 -2.724
H -4.591 4.157 -3.154
H 2.820 -0.252 -5.708
O 1.934 1.120 -0.344
H 2.791 1.221 -6.614
H -3.930 -0.403 -1.275
C -5.167 5.576 -0.671
C 5.701 -1.267 6.053
O 1.517 -0.179 -7.419
C 0.930 -1.617 1.911
O -3.066 3.998 -0.674
C 5.820 3.885 -3.062
H 6.647 -3.983 6.595
O -0.768 -3.301 1.231
F 1.613 1.956 -4.491
H 3.716 -0.032 4.104
O -6.435 -1.031 3.722
C -2.081 -3.182 7.146
C 3.776 3.779 -1.062
H -1.813 -3.903 6.374
C 0.162 0.162 -4.869
O -0.943 -1.675 5.386
H 2.337 -1.718 5.047
H -5.514 0.793 1.789
C 1.175 0.221 0.116
F 0.753 -0.738 -4.105
S 4.900 -2.772 5.337
H -2.760 1.606 -1.912
C -3.475 -2.465 4.823
F 1.962 -1.552 -10.780
H -5.361 -3.128 2.261
C -0.290 -2.180 1.089
F 0.565 2.052 -6.240
H 2.741 3.471 -0.910
C -5.223 -0.238 1.587
H 0.571 -2.832 3.643
H -5.116 6.071 0.299
C -0.817 -1.196 0.117
C 2.292 -0.498 -8.660
S 4.018 4.447 -2.850
C 1.593 -0.496 1.390
C 2.155 0.409 -6.263
H 5.268 -4.964 6.027
H -0.246 1.728 -1.520
C 2.987 -0.500 3.459
H -0.155 -0.496 -5.678
H -7.099 -3.533 2.001
H -3.207 -3.321 4.204
H -4.424 -2.585 5.346


23
Properties=species:S:1:pos:R:3 method="wB97M-V/def2-TZVPD" homo_lumo_gap_ev=8.466 relative_energy_kj_mol=842.9 total_charge=+1 homo_ha=-0.457
H -1.275 2.191 0.580
C 1.627 -0.388 1.279
H -1.425 -1.187 1.069
C -0.341 -2.754 -1.167
N -0.296 0.529 0.062
C 1.676 1.201 1.317
C -1.084 1.760 -0.346
C 0.365 -1.549 -0.590
C -0.912 -0.888 0.081
C 1.803 -0.815 -0.113
C -1.120 -1.469 -1.223
C 0.378 0.500 1.344
H -2.037 1.534 -0.931
H 2.178 1.608 0.423
H 1.037 0.343 -1.931
H 0.064 -3.111 -2.019
H -0.594 -3.504 -0.424
H -1.306 -0.983 -2.185
C 0.950 -0.151 -0.947
H -0.163 0.358 2.337
H -0.420 2.484 -0.898
H 2.173 1.602 2.223
H 1.848 -0.967 2.182


16
Properties=species:S:1:pos:R:3 method="wB97M-V/def2-TZVPD" homo_lumo_gap_ev=10.033 relative_energy_kj_mol=445.6 homo_ha=-0.344
H 0.575 0.846 -1.621
H 0.512 -1.848 -0.448
C -1.324 0.889 -0.059
H -2.339 -1.084 -0.227
H -1.625 -0.427 -1.580
H 0.921 -0.735 1.420
N -0.057 -0.686 1.173
C -0.089 -0.927 -0.259
O 2.013 -0.014 -0.371
H 0.218 1.363 1.469
C -1.475 -0.539 -0.531
H -1.977 1.093 0.662
H -1.235 1.645 -0.798
H 2.643 0.807 0.098
C -0.017 0.745 0.717
C 0.671 0.375 -0.572


76
Properties=species:S:1:pos:R:3 method="wB97M-V/def2-TZVPD" homo_lumo_gap_ev="4.028 / 3.916" spin_multiplicity=4 relative_energy_kj_mol=89.9 total_charge=+2 homo_ha="-0.444 / -0.444" s_squared=3.8733
H -2.216 -3.281 0.033
C 2.474 -2.724 2.065
H -1.051 2.778 -0.976
H -2.649 -1.747 4.484
H 0.383 3.452 -1.776
H 3.986 0.784 -3.085
C 0.419 -0.379 -2.586
H 0.281 0.006 3.041
C -3.225 2.603 2.557
H -5.192 -1.525 4.465
H -4.163 2.508 3.123
C 1.677 -2.013 1.128
C -3.181 -0.982 3.890
C 1.204 -2.787 -5.452
C -0.858 -0.800 -1.861
H 2.198 -3.786 1.971
C -1.078 -2.094 -1.364
H -1.747 1.323 1.539
C -0.139 3.373 -0.814
C 0.479 -0.475 -5.569
H 1.025 -3.840 -7.359
H 1.563 -3.664 -4.916
H -3.352 0.561 1.775
Co 1.492 -0.337 -1.169
N 0.409 -1.873 -7.535
C 0.219 -0.681 -6.930
H -0.303 -1.618 5.574
C -3.315 -1.499 -0.561
H 3.203 0.178 1.269
H -0.664 -1.507 3.223
C 1.098 -1.427 -3.363
C 0.738 2.773 0.285
H -2.548 3.218 3.166
H 2.146 1.290 2.107
P -2.013 0.427 3.740
H 3.072 -0.278 -2.007
C 0.968 -1.551 -4.778
C -3.124 -0.220 -1.089
C 3.994 2.211 1.424
H -0.450 4.392 -0.525
H 4.595 0.478 -1.447
C -2.607 1.239 2.217
H -3.918 0.527 -0.995
H 0.269 0.497 -5.116
H 4.868 1.933 0.828
H 3.707 3.231 1.152
C -4.534 -0.644 4.542
H 4.308 2.236 2.476
H -0.340 -2.874 -1.621
C -2.211 -2.403 -0.604
H 1.094 -0.577 5.239
H 0.105 2.376 1.102
H -4.393 -0.430 5.611
H 3.632 2.698 -1.155
H 0.516 0.642 -2.987
C -0.453 -0.523 3.668
H -3.329 -1.389 2.877
H -5.069 0.206 4.087
H -3.452 3.158 1.639
C 3.686 0.670 -2.037
Br -4.761 -1.833 0.554
P 1.840 1.442 -0.229
H 2.366 2.398 -2.374
C 0.005 -0.657 5.137
C 0.885 -2.896 -6.814
H -0.150 0.152 -7.538
H 2.198 -2.321 3.057
H -0.439 0.138 5.763
C -1.918 0.122 -1.701
H 1.383 3.545 0.735
H 1.596 -2.255 -2.843
H 3.543 -2.576 1.810
C 2.850 1.216 1.265
H -1.815 1.117 -2.138
N 1.216 -1.362 0.274
C 2.967 1.932 -1.578


| no. | E (Ha) |
| --- | --- |
| 1 | -4521.3894 |
| 2 | -442.4366 |
| 3 | -325.7678 |
| 4 | -5802.8701 |